C5H3Cl2N3O2 | ωB97M-V with the def2-TZVPD basis set

Computed properties:
* calculated total energy: -1427.282121 Eh
* energy relative to the best compared isomer or geometry (same formula, charge and spin): 0.000 eV

Element x y z (Å)
C  -0.222  -0.525  -1.286
C  1.800  -1.242  -0.362
C  0.479  -0.197  1.238
C  0.369  1.149  0.573
C  -0.622  0.381  -0.250
N  0.952  -1.038  -1.357
N  1.384  -1.042  0.893
N  -2.100  0.541  -0.148
O  -2.488  1.226  0.796
O  -2.809  0.069  -0.992
Cl  3.259  -1.922  -0.710
Cl  -0.137  2.640  1.479
H  -1.103  -0.955  -1.911
H  0.038  -0.383  2.089
H  1.200  1.298  -0.053

=====

C3H10NS | ωB97M-V with the def2-TZVPD basis set

Computed properties:
* calculated total energy: -573.227570 Eh
* energy relative to the best compared isomer or geometry (same formula, charge and spin): 1.484 eV
* net charge: -1

Element x y z (Å)
C  -0.501  -0.402  2.761
N  -1.236  0.212  1.679
H  -1.024  -0.203  3.699
H  -0.442  -1.555  2.612
H  0.576  0.009  2.807
H  -0.523  0.561  1.060
H  -1.655  -0.562  1.120
C  0.590  0.904  -2.442
C  0.436  -0.484  -1.761
S  1.334  -0.544  -0.212
H  0.299  1.220  -3.470
H  0.125  1.673  -1.682
H  1.680  1.115  -2.417
H  -0.615  -0.616  -1.402
H  0.955  -1.328  -2.352

=====

C2H5N2 | ωB97M-V with the def2-TZVPD basis set

Computed properties:
* calculated total energy: -188.230017 Eh
* energy relative to the best compared isomer or geometry (same formula, charge and spin): 5.047 eV
* net charge: +1

Element x y z (Å)
C  -0.891  0.190  -0.143
C  0.985  -0.364  -0.092
N  0.188  0.915  -0.122
N  -0.317  -1.002  -0.350
H  -2.795  1.011  0.557
H  1.784  -0.248  -0.924
H  1.419  -0.397  0.863
H  0.360  1.853  0.362
H  -0.732  -1.958  -0.152

=====

C9H14O2 | ωB97M-V with the def2-TZVPD basis set

Computed properties:
* calculated total energy: -501.718129 Eh
* energy relative to the best compared isomer or geometry (same formula, charge and spin): 3.211 eV
* SMILES: Cc1ccc(O)cc1.CCO

Element x y z (Å)
C  1.298  -3.518  1.884
C  0.924  -2.087  1.500
C  1.147  -1.141  2.448
C  0.499  0.099  2.410
C  -0.201  0.413  1.192
O  -0.721  1.644  0.754
C  -0.062  -0.362  0.049
C  0.380  -1.650  0.277
H  1.329  -3.998  0.930
H  0.651  -4.028  2.530
H  2.218  -3.428  2.428
H  1.627  -1.601  3.371
H  0.598  0.867  3.249
H  -0.804  2.445  1.469
H  -0.408  -0.011  -1.033
H  0.595  -2.254  -0.674
C  -1.937  1.865  -2.270
C  -0.645  2.310  -3.020
O  0.433  1.732  -2.253
H  -2.244  0.812  -2.297
H  -2.871  2.412  -2.511
H  -1.849  1.928  -1.163
H  -0.601  1.991  -3.972
H  -0.582  3.362  -2.859
H  1.226  2.198  -2.440

=====

CH3O3S | ωB97M-V with the def2-TZVPD basis set

Computed properties:
* calculated total energy: -663.773604 Eh
* energy relative to the best compared isomer or geometry (same formula, charge and spin): 2.660 eV
* net charge: -1

Element x y z (Å)
C  -0.015  0.038  -0.038
O  3.309  -0.247  1.424
O  3.257  -1.028  -0.899
O  3.134  1.328  -0.446
S  2.836  -0.002  0.060
H  -0.466  -0.887  -0.349
H  -0.608  0.287  0.837
H  0.099  0.665  -0.878

=====

C15H15N3O | ωB97M-V with the def2-TZVPD basis set

Computed properties:
* calculated total energy: -820.011487 Eh
* energy relative to the best compared isomer or geometry (same formula, charge and spin): 3.255 eV
* SMILES: O=c1[nH]c2ccc(CNC3CC3)cc2n2cccc12

Element x y z (Å)
O  -1.609  4.414  2.144
C  -1.152  3.537  1.375
N  -0.424  2.657  2.096
C  0.176  1.684  1.368
C  0.820  0.645  2.087
C  1.380  -0.469  1.440
C  1.389  -0.549  -0.066
C  1.793  -1.787  -0.826
N  0.516  -2.526  -1.045
C  0.449  -3.951  -0.724
C  -0.899  -4.261  0.023
C  0.407  -4.293  0.847
C  0.806  0.542  -0.740
C  0.220  1.607  -0.051
N  -0.504  2.542  -0.774
C  -0.898  2.603  -2.115
C  -1.677  3.765  -2.255
C  -1.807  4.331  -0.935
C  -1.140  3.534  -0.067
H  -0.204  2.930  3.099
H  0.885  0.811  3.208
H  1.758  -1.345  2.001
H  2.534  -2.436  -0.218
H  2.256  -1.519  -1.848
H  -0.275  -2.039  -0.612
H  0.829  -4.667  -1.382
H  -1.411  -5.170  -0.380
H  -1.491  -3.422  0.155
H  0.650  -3.610  1.661
H  1.032  -5.256  0.981
H  0.723  0.514  -1.828
H  -0.482  1.993  -2.868
H  -2.147  4.083  -3.152
H  -2.504  5.107  -0.600

=====

C5H8N | ωB97M-V with the def2-TZVPD basis set

Computed properties:
* calculated total energy: -249.580053 Eh
* energy relative to the best compared isomer or geometry (same formula, charge and spin): 6.669 eV
* net charge: +1

Element x y z (Å)
C  0.008  0.321  -2.694
C  -0.023  -0.284  -1.602
C  -0.373  -0.382  -0.365
C  -1.963  -0.077  0.065
C  1.804  0.358  0.350
N  0.517  -0.255  0.792
H  -2.303  -0.482  1.084
H  -2.555  -0.761  -0.682
H  -2.123  0.935  -0.154
H  2.298  -0.290  -0.512
H  1.642  1.340  -0.183
H  2.423  0.467  1.206
H  -0.013  0.248  1.469
H  0.661  -1.138  1.226

=====

C52H44IN4O2P2STeTi | ωB97M-V with the def2-TZVPD basis set

Computed properties:
* calculated total energy: -4873.641732 Eh
* net charge: -1

Element x y z (Å)
Ti  1.655  0.165  -0.300
C  4.709  -2.442  1.044
C  4.082  -1.201  0.441
O  2.837  -1.173  0.361
C  4.918  -0.131  -0.023
C  6.295  -0.101  0.261
C  7.092  0.931  -0.153
C  6.529  1.986  -0.877
C  5.203  1.974  -1.210
C  4.340  0.920  -0.814
O  3.121  0.913  -1.206
H  3.942  -3.201  1.192
H  5.158  -2.219  2.010
H  5.476  -2.837  0.381
H  6.732  -0.911  0.825
H  8.148  0.936  0.070
H  7.151  2.815  -1.183
H  4.768  2.767  -1.800
Te  -1.340  -3.361  -1.387
C  -3.404  -3.804  -1.035
C  -4.009  -3.483  0.176
C  -5.354  -3.745  0.353
N  -6.126  -4.300  -0.571
C  -5.544  -4.626  -1.716
C  -4.207  -4.408  -1.994
C  -1.678  -1.356  -0.577
P  -0.455  -1.012  0.721
C  -0.252  -2.587  1.639
C  0.817  -3.401  1.265
C  1.017  -4.632  1.856
C  0.134  -5.086  2.825
C  -0.927  -4.285  3.207
C  -1.118  -3.041  2.628
C  -1.467  -0.135  1.996
C  -2.854  -0.227  2.050
C  -3.567  0.457  3.019
C  -2.897  1.218  3.962
C  -1.514  1.284  3.943
C  -0.804  0.614  2.964
P  -1.082  -0.255  -1.904
C  -2.294  1.138  -1.902
C  -2.285  1.928  -3.052
C  -3.162  2.984  -3.188
C  -4.056  3.280  -2.169
C  -4.053  2.518  -1.014
C  -3.175  1.456  -0.878
C  -1.893  -0.988  -3.388
C  -3.266  -1.230  -3.368
C  -3.887  -1.785  -4.468
C  -3.147  -2.106  -5.597
C  -1.788  -1.850  -5.626
C  -1.161  -1.282  -4.530
H  -3.424  -3.035  0.965
H  -5.851  -3.500  1.284
H  -6.197  -5.074  -2.456
H  -3.789  -4.680  -2.953
H  1.495  -3.051  0.496
H  1.857  -5.244  1.553
H  0.280  -6.058  3.275
H  -1.616  -4.637  3.963
H  -1.947  -2.432  2.958
H  -3.365  -0.832  1.314
H  -4.647  0.387  3.041
H  -3.454  1.765  4.708
H  -0.987  1.861  4.690
H  0.273  0.688  2.927
H  -1.582  1.694  -3.847
H  -3.173  3.568  -4.100
H  -4.763  4.091  -2.284
H  -4.744  2.743  -0.214
H  -3.181  0.860  0.022
H  -3.832  -0.988  -2.478
H  -4.953  -1.970  -4.446
H  -3.636  -2.550  -6.453
H  -1.208  -2.093  -6.507
H  -0.100  -1.074  -4.565
C  2.442  3.936  0.581
C  2.515  3.288  1.936
C  2.747  4.079  3.042
C  2.882  3.540  4.310
C  2.884  2.161  4.448
C  2.649  1.328  3.375
C  2.707  -0.167  3.533
C  2.354  1.878  2.089
N  1.893  1.120  1.112
H  2.511  3.180  -0.202
H  1.510  4.494  0.462
H  3.265  4.644  0.470
H  2.815  5.152  2.904
H  3.010  4.188  5.167
H  3.064  1.723  5.422
H  3.744  -0.505  3.468
H  2.139  -0.647  2.729
H  2.307  -0.476  4.498
I  -1.992  4.554  1.046
C  -0.846  3.649  -0.465
C  -0.537  4.335  -1.625
C  0.309  3.693  -2.522
C  0.797  2.435  -2.224
N  0.478  1.775  -1.104
C  -0.341  2.385  -0.240
H  -0.911  5.328  -1.822
H  0.598  4.182  -3.440
H  1.443  1.904  -2.920
H  -0.571  1.844  0.672
S  1.608  -1.955  -2.003
C  1.793  -0.705  -3.033
N  1.927  0.143  -3.816